# 1
{"formula": "C19H19FN", "method": "the ωB97M-V functional and the def2-TZVPD basis", "homo_ev": -11.98, "fmax_ev_per_a": 2.6, "lumo_energy_ev": -4.2, "smiles": "CC1=C[C@@H]([C@H](c2ccccc2)c2cccc(F)c2)C(C)=[NH+]1", "orbital_gap_ev": 7.76, "total_charge": 1, "relative_energy_kj_mol": 0.00, "elements": ["C", "C", "C", "C", "C", "C", "C", "C", "C", "C", "C", "C", "C", "C", "C", "C", "F", "C", "C", "C", "N", "H", "H", "H", "H", "H", "H", "H", "H", "H", "H", "H", "H", "H", "H", "H", "H", "H", "H", "H"], "coordinates": [[-2.65711, -1.98785, -1.67564], [-1.33962, -1.35634, -1.55001], [-0.95664, -0.07698, -1.31993], [0.53576, 0.00248, -1.12716], [0.93430, 0.55739, 0.20610], [0.35739, -0.32843, 1.31345], [1.20213, -1.31179, 1.85505], [0.64274, -2.43957, 2.45910], [-0.74896, -2.55715, 2.54923], [-1.56613, -1.48051, 2.19707], [-0.98842, -0.31463, 1.67626], [0.60708, 2.05754, 0.29218], [1.68492, 2.95826, 0.26182], [1.47103, 4.30987, 0.00476], [0.17289, 4.80253, -0.18345], [-0.88281, 3.90680, -0.04952], [-2.17233, 4.37095, -0.17470], [-0.69528, 2.54748, 0.21055], [0.91665, -1.45286, -1.35964], [2.23951, -2.07805, -1.42081], [-0.18973, -2.13016, -1.59523], [-3.42717, -1.21267, -1.75246], [-2.70365, -2.61372, -2.57665], [-2.89901, -2.61052, -0.79979], [-1.63710, 0.76238, -1.25970], [0.99856, 0.59954, -1.92778], [2.02304, 0.49258, 0.27184], [2.28697, -1.19935, 1.77798], [1.29376, -3.22879, 2.83379], [-1.20018, -3.48014, 2.90957], [-2.65294, -1.53281, 2.31839], [-1.61081, 0.57074, 1.52905], [2.69758, 2.57223, 0.40401], [2.32277, 4.98566, -0.06330], [-0.02306, 5.84256, -0.41928], [-1.57438, 1.91138, 0.29714], [3.00898, -1.29888, -1.51123], [2.45387, -2.68256, -0.52336], [2.28683, -2.74457, -2.30045], [-0.21140, -3.13205, -1.77722]], "atomic_forces_ev_per_a": [[-0.8, -0.2, -0.2], [-0.3, 2.3, 0.4], [-0.6, -0.9, -0.5], [-1.1, -1.2, -1.5], [0.4, 1.2, 2.3], [0.6, 0.0, 0.2], [-0.5, -0.3, -0.2], [-0.1, 0.2, 0.1], [0.0, 0.0, -0.1], [0.3, 0.3, 0.3], [-0.4, -0.6, -0.2], [0.4, -0.1, -0.4], [-0.3, -0.2, -0.2], [-0.3, 0.1, 0.1], [0.0, -0.5, 0.1], [-0.5, 0.2, 0.2], [1.2, -0.5, 0.1], [-0.2, 0.6, -0.3], [-1.2, -0.2, 0.1], [0.7, -0.1, -0.2], [2.0, -0.2, 0.3], [0.2, -0.2, 0.0], [-0.1, 0.1, 0.2], [0.2, 0.1, -0.2], [0.2, -0.3, -0.1], [0.0, -0.1, 0.0], [0.0, 0.0, 0.1], [-0.3, -0.1, -0.2], [-0.2, 0.2, 0.0], [0.1, 0.2, 0.0], [0.5, 0.0, 0.1], [0.2, -0.6, -0.2], [-0.3, 0.2, -0.2], [-0.2, -0.1, 0.0], [0.0, -0.1, 0.1], [0.3, 0.4, -0.1], [-0.2, -0.4, 0.0], [-0.2, 0.3, -0.2], [0.1, 0.3, 0.4], [0.1, 0.2, 0.0]], "lowdin_charge": [0.00, -0.27, 0.05, -0.16, -0.19, -0.17, -0.04, -0.07, -0.08, -0.06, -0.03, -0.16, -0.03, -0.05, 0.01, -0.22, 0.05, 0.02, -0.14, 0.03, 0.21, 0.10, 0.10, 0.10, 0.13, 0.20, 0.14, 0.12, 0.11, 0.11, 0.12, 0.11, 0.12, 0.12, 0.13, 0.10, 0.11, 0.11, 0.11, 0.20]}

=====

# 2
{"formula": "C19H19FN2O2S", "method": "the ωB97M-V functional and the def2-TZVPD basis", "homo_ev": -8.71, "fmax_ev_per_a": 0.7, "lumo_energy_ev": 0.6, "smiles": "C[C@H](Oc1ccccc1)C(=O)N1CCN=C1SCc1ccc(F)cc1", "orbital_gap_ev": 9.32, "relative_energy_kj_mol": 0.00, "elements": ["C", "C", "O", "C", "C", "C", "C", "C", "C", "C", "O", "N", "C", "C", "N", "C", "S", "C", "C", "C", "C", "C", "F", "C", "C", "H", "H", "H", "H", "H", "H", "H", "H", "H", "H", "H", "H", "H", "H", "H", "H", "H", "H", "H"], "coordinates": [[-2.84903, -1.56700, 2.23489], [-1.77501, -1.13881, 1.23854], [-2.33157, -0.65097, 0.03009], [-2.96667, 0.56013, 0.01120], [-2.93313, 1.50608, 1.02767], [-3.59723, 2.71115, 0.86712], [-4.29464, 2.98735, -0.29366], [-4.32255, 2.04612, -1.31062], [-3.66513, 0.84262, -1.16207], [-0.93284, -2.35458, 0.84297], [-1.09999, -3.44843, 1.33462], [0.01490, -2.18244, -0.12323], [0.70625, -3.37234, -0.62865], [1.63834, -2.79128, -1.70586], [1.46073, -1.36028, -1.64236], [0.57436, -1.08375, -0.77468], [0.16269, 0.55850, -0.39923], [1.50252, 1.42144, -1.30904], [2.80667, 1.28850, -0.59589], [3.00932, 1.94945, 0.61146], [4.20153, 1.81863, 1.29768], [5.18957, 1.01275, 0.76066], [6.35730, 0.87874, 1.42396], [5.01419, 0.34049, -0.43467], [3.81507, 0.48239, -1.10966], [-2.37906, -1.96096, 3.13100], [-3.48467, -0.72501, 2.49495], [-3.45976, -2.34931, 1.79172], [-1.10699, -0.38842, 1.68941], [-2.38973, 1.32493, 1.94156], [-3.56473, 3.43902, 1.66465], [-4.81152, 3.92801, -0.40733], [-4.86121, 2.25069, -2.22394], [-3.67391, 0.09940, -1.94379], [-0.02747, -4.07813, -1.02167], [1.24616, -3.85465, 0.18978], [2.69044, -3.02197, -1.52305], [1.38424, -3.13395, -2.71235], [1.16488, 2.45690, -1.34840], [1.53416, 0.98691, -2.30497], [2.22153, 2.56710, 1.01735], [4.37229, 2.32715, 2.23324], [5.80675, -0.28035, -0.82149], [3.65297, -0.04186, -2.03786]], "atomic_forces_ev_per_a": [[0.2, 0.1, -0.3], [-0.3, -0.2, 0.6], [-0.2, 0.0, -0.1], [-0.2, 0.2, -0.2], [0.2, -0.3, 0.1], [-0.1, 0.1, -0.1], [0.0, 0.2, 0.1], [0.0, 0.0, 0.0], [0.1, -0.2, 0.1], [-0.1, 0.4, 0.0], [-0.1, -0.1, 0.1], [0.2, -0.4, -0.1], [0.1, -0.4, 0.0], [-0.1, -0.3, 0.1], [-0.1, 0.5, -0.1], [0.4, 0.3, -0.5], [0.0, 0.7, -0.1], [-0.3, -0.4, 0.3], [0.2, 0.0, 0.0], [0.1, -0.1, -0.2], [0.2, -0.1, 0.1], [-0.1, 0.0, -0.1], [0.0, 0.0, 0.0], [0.2, 0.1, 0.2], [0.0, 0.2, 0.1], [0.0, 0.0, 0.1], [0.0, 0.1, 0.0], [0.0, -0.1, 0.0], [-0.1, -0.1, -0.1], [0.0, -0.1, 0.1], [0.0, 0.0, 0.1], [0.0, 0.1, 0.0], [0.0, 0.0, -0.1], [0.0, -0.1, -0.1], [0.1, 0.0, 0.1], [-0.1, 0.0, -0.1], [-0.1, -0.1, 0.0], [0.1, -0.1, 0.1], [-0.1, 0.0, 0.0], [0.0, 0.1, 0.0], [-0.1, 0.1, 0.1], [0.0, 0.0, 0.1], [0.1, -0.1, 0.0], [0.0, 0.0, -0.1]], "lowdin_charge": [-0.01, -0.32, -0.08, -0.31, -0.04, -0.08, -0.10, -0.08, -0.01, -0.38, 0.10, 0.01, -0.09, -0.16, 0.04, -0.58, 1.09, -0.37, -0.31, -0.05, -0.01, -0.28, 0.05, 0.00, -0.04, 0.09, 0.08, 0.10, 0.12, 0.11, 0.10, 0.10, 0.10, 0.12, 0.13, 0.13, 0.11, 0.11, 0.08, 0.08, 0.11, 0.12, 0.12, 0.11]}

=====

# 3
{"formula": "C19H19N2O5V", "method": "the ωB97M-V functional and the def2-TZVPD basis", "homo_ev": [-15.52, -15.52], "fmax_ev_per_a": 1.4, "lumo_energy_ev": [-9.1, -9.1], "orbital_gap_ev": [6.44, 6.43], "total_charge": 2, "relative_energy_kj_mol": 54.92, "elements": ["V", "O", "C", "C", "N", "C", "C", "O", "O", "C", "C", "O", "O", "H", "H", "H", "H", "H", "H", "H", "H", "H", "N", "C", "C", "C", "C", "C", "C", "C", "C", "C", "C", "C", "C", "C", "H", "H", "H", "H", "H", "H", "H", "H", "H", "H"], "coordinates": [[0.07612, 0.17634, -0.54770], [2.48912, 0.18975, -0.34122], [2.99184, -1.15002, -0.26983], [2.18467, -1.79246, 0.82747], [0.72638, -1.59155, 0.55260], [0.00377, -1.29931, 1.83311], [0.00508, 0.19017, 2.16011], [-0.17911, 0.66950, 3.21461], [0.17083, 0.97368, 1.00414], [0.11332, -2.76335, -0.10810], [-1.23472, -2.33278, -0.65692], [-2.20766, -2.95694, -0.82822], [-1.16601, -0.94631, -0.96960], [3.18488, 0.85230, -0.40662], [4.05118, -1.16878, -0.01866], [2.85476, -1.64343, -1.23678], [2.41647, -1.28247, 1.76157], [2.40018, -2.85487, 0.95076], [0.42668, -1.87096, 2.65886], [-1.04726, -1.59067, 1.74362], [-0.01632, -3.60715, 0.57198], [0.73536, -3.08399, -0.94651], [0.43200, 1.00455, -1.93955], [0.29298, 1.58821, -3.12741], [-0.84946, 2.46713, -3.28574], [-2.07116, 2.16170, -2.66221], [-3.14411, 3.01487, -2.79401], [-3.00169, 4.19953, -3.51434], [-1.79135, 4.52296, -4.11556], [-0.71742, 3.65943, -4.01608], [1.26434, 1.33808, -4.15831], [2.55209, 0.87338, -3.83259], [3.47276, 0.63784, -4.82641], [3.11605, 0.83337, -6.16157], [1.83806, 1.26067, -6.50076], [0.91201, 1.51668, -5.50930], [-2.20080, 1.21835, -2.14442], [-4.09592, 2.76333, -2.34732], [-3.84263, 4.87413, -3.60388], [-1.68507, 5.45282, -4.65650], [0.23533, 3.92462, -4.45325], [2.81703, 0.74267, -2.79258], [4.47297, 0.30880, -4.58081], [3.84106, 0.64167, -6.94151], [1.56503, 1.38381, -7.53939], [-0.09469, 1.80915, -5.77134]], "atomic_forces_ev_per_a": [[1.4, 0.1, -0.2], [-0.4, -0.2, 0.0], [0.0, -0.1, 0.0], [0.0, 0.1, 0.0], [-0.1, -0.2, 0.2], [0.0, 0.0, 0.1], [-0.2, 0.0, 0.1], [0.1, 0.0, 0.0], [-0.2, 0.0, -0.1], [-0.1, 0.0, 0.0], [-0.1, 0.0, 0.1], [0.0, 0.0, 0.0], [0.0, -0.1, 0.0], [-0.1, 0.1, 0.0], [0.0, 0.0, 0.0], [0.0, 0.0, 0.0], [0.0, 0.0, 0.0], [0.0, 0.0, 0.0], [0.0, 0.0, 0.0], [0.0, 0.0, 0.0], [0.0, 0.0, 0.0], [0.0, 0.0, 0.0], [-0.6, 0.1, 0.0], [0.1, 0.1, -0.2], [0.0, 0.0, 0.0], [0.0, 0.0, 0.0], [0.0, 0.0, 0.0], [0.0, 0.0, 0.0], [0.0, 0.0, 0.0], [0.0, 0.0, 0.0], [-0.1, 0.0, 0.0], [0.0, 0.0, 0.0], [0.0, 0.0, 0.0], [0.0, 0.0, 0.0], [0.0, 0.0, 0.0], [0.0, 0.0, 0.0], [0.0, 0.0, 0.0], [0.0, 0.0, 0.0], [0.0, 0.0, 0.0], [0.0, 0.0, 0.0], [0.0, 0.0, 0.0], [0.0, 0.0, 0.0], [0.0, 0.0, 0.0], [0.0, 0.0, 0.0], [0.0, 0.0, 0.0], [0.0, 0.0, 0.0]], "lowdin_charge": [1.19, -0.10, -0.16, -0.10, -0.21, -0.03, -0.45, 0.25, -0.10, -0.04, -0.44, 0.26, -0.12, 0.14, 0.15, 0.13, 0.15, 0.15, 0.16, 0.16, 0.17, 0.16, 0.03, -0.15, -0.17, 0.00, -0.03, -0.01, -0.02, 0.00, -0.16, 0.00, -0.03, 0.00, -0.02, 0.01, 0.10, 0.13, 0.13, 0.13, 0.13, 0.10, 0.12, 0.13, 0.13, 0.13]}

=====

# 4
{"formula": "C19H19N2OS4Sc", "method": "the ωB97M-V functional and the def2-TZVPD basis", "homo_ev": [0.15, 2.37], "fmax_ev_per_a": 1.4, "lumo_energy_ev": [4.6, 4.6], "orbital_gap_ev": [4.43, 2.19], "total_charge": -2, "relative_energy_kj_mol": 36.04, "elements": ["Sc", "O", "C", "S", "C", "C", "S", "S", "S", "C", "C", "C", "C", "C", "C", "N", "C", "C", "C", "C", "C", "C", "H", "H", "H", "H", "H", "H", "H", "H", "H", "H", "C", "C", "C", "C", "N", "H", "H", "H", "H", "H", "H", "H", "H", "H"], "coordinates": [[-0.09540, -0.20836, -0.97915], [2.77377, -3.24759, -6.41860], [2.16064, -2.62253, -5.57763], [2.62044, -1.03496, -4.97361], [1.41273, -0.88516, -3.66649], [0.52718, -1.89860, -3.57501], [-0.80519, -2.12340, -2.46735], [0.71372, -3.21069, -4.76566], [1.58653, 0.54937, -2.69332], [-1.46564, 2.21867, 3.61150], [-0.86404, 1.07007, 4.10953], [-0.18789, 0.21157, 3.26318], [-0.12142, 0.44752, 1.87591], [-0.84159, 1.55937, 1.36980], [-1.44292, 2.45171, 2.24433], [0.52045, -0.37320, 0.98883], [1.68160, -1.04990, 1.26361], [2.03890, -2.12309, 0.41611], [3.21230, -2.82445, 0.60256], [4.09630, -2.47647, 1.61867], [3.79243, -1.38368, 2.42068], [2.60882, -0.68522, 2.26158], [-1.97092, 2.91060, 4.27268], [-0.91839, 0.84886, 5.16995], [0.29332, -0.67455, 3.65646], [-0.59473, 2.66447, -0.33046], [-1.89865, 3.35635, 1.86015], [1.35736, -2.37639, -0.39356], [3.44477, -3.65213, -0.05749], [5.01531, -3.03131, 1.76329], [4.50511, -1.05692, 3.17095], [2.40758, 0.18325, 2.87471], [-2.66659, 0.05960, -0.23261], [-2.19602, 1.43323, -0.71691], [-3.27498, 2.48409, -0.42774], [-1.94425, 1.36735, -2.22885], [-0.89312, 1.72703, -0.06689], [-3.55866, -0.24484, -0.77425], [-2.87571, 0.07750, 0.83611], [-1.88412, -0.69104, -0.41722], [-4.18102, 2.25756, -0.99401], [-2.92736, 3.48091, -0.71693], [-3.53448, 2.49433, 0.63114], [-2.83204, 0.99956, -2.73943], [-1.11957, 0.67585, -2.44182], [-1.67457, 2.34565, -2.62673]], "atomic_forces_ev_per_a": [[0.8, 0.3, -0.3], [-0.1, 0.1, -0.2], [0.1, -0.1, 0.1], [-0.1, -0.1, 0.2], [0.4, -0.4, -0.6], [0.2, -0.2, -0.7], [0.1, -0.2, 0.0], [0.1, 0.2, 0.2], [0.0, 0.0, 0.1], [0.0, 0.0, 0.1], [0.0, 0.1, 0.0], [0.0, 0.0, -0.1], [-0.2, 0.3, 0.4], [0.1, 0.0, 0.3], [0.0, 0.1, 0.0], [0.2, -0.3, 0.4], [0.4, -0.2, 0.3], [-0.2, 0.3, 0.1], [0.0, 0.0, 0.0], [0.1, 0.0, 0.0], [0.1, -0.1, 0.0], [-0.1, 0.0, -0.1], [0.0, 0.0, 0.0], [0.0, 0.0, 0.0], [0.0, 0.0, 0.0], [0.0, 0.0, 0.0], [-0.1, -0.1, -0.1], [0.0, -0.2, 0.1], [0.0, 0.0, 0.0], [0.0, 0.0, 0.0], [-0.1, 0.0, 0.1], [0.0, 0.0, 0.0], [0.3, 0.4, 0.1], [-1.1, 0.5, 0.0], [0.2, -0.2, 0.0], [0.2, 0.0, 0.5], [0.1, 0.3, 0.3], [0.1, -0.1, -0.1], [0.0, -0.1, 0.0], [-1.0, -0.8, 0.4], [0.0, 0.0, 0.0], [0.0, 0.0, 0.0], [-0.1, 0.0, 0.0], [0.0, 0.0, 0.0], [-0.6, 0.5, -1.1], [0.1, 0.0, 0.0]], "lowdin_charge": [0.08, -0.13, -1.08, 0.90, -1.17, -1.16, 0.46, 0.89, 0.46, -0.16, -0.12, -0.05, -0.24, -0.20, -0.09, -0.05, -0.28, -0.05, -0.11, -0.14, -0.12, -0.05, 0.07, 0.09, 0.11, 0.12, 0.07, 0.07, 0.10, 0.08, 0.09, 0.10, -0.04, -0.61, -0.21, -0.06, -0.01, 0.09, 0.10, 0.00, 0.04, 0.01, 0.04, 0.09, -0.02, 0.09]}